Entry 1:
Computed, not measured: C41H42MoP2Se as an isolated structure at a distorted geometry, with ωB97M-V/def2-TZVPD.

Summary:
Expectation value of S² ... 2.052
HOMO level (spin up / spin down) ... -13.15 / -12.65 eV
Lowest unoccupied orbital energy (spin up / spin down) ... -6.34 / -8.31 eV
Energy above the lowest of the compared OMol25 structures with the same formula, charge and spin ... 0.0 kJ/mol

```
! RIJCOSX wB97M-V def2-TZVPD def2/J DEFGRID3
* xyz 2 3
Mo 0.1113 0.2640 0.1174
C -1.9394 -0.0011 0.9578
C -1.9393 -0.4019 -0.4045
C -2.5375 0.4487 -1.5272
C -1.5079 1.2985 -2.2934
C -0.3452 1.7074 -1.4034
C -0.5148 2.2786 -0.0989
C -1.8758 2.5350 0.5609
C -2.4437 1.3594 1.3964
C 2.1931 0.2465 -0.2852
H -1.9854 -0.7921 1.7218
H -1.9326 -1.4863 -0.5921
H -3.3454 1.0908 -1.1333
H -3.0426 -0.2242 -2.2381
H -1.1155 0.7390 -3.1636
H -2.0104 2.1707 -2.7453
H 0.5664 1.9704 -1.9508
H 0.2800 2.9653 0.2160
H -2.6345 2.8697 -0.1692
H -1.7301 3.3931 1.2379
H -2.1973 1.5114 2.4601
H -3.5505 1.3984 1.3425
H 2.8190 -0.3689 0.3766
H 2.6513 1.2378 -0.4222
H 2.0606 -0.2638 -1.2743
P 0.1300 -2.3592 -9.4394
P 2.1398 0.4372 -9.7075
C -0.3902 -0.7566 -10.1046
C 0.3738 0.3752 -10.0860
C -0.7606 -3.5345 -10.5357
C -1.9400 -3.1930 -11.2132
C -2.5815 -4.1374 -12.0214
C -2.0568 -5.4261 -12.1586
C -0.8748 -5.7680 -11.4857
C -0.2155 -4.8287 -10.6904
C -0.8722 -2.4654 -7.8898
C -0.4844 -1.6109 -6.8375
C -1.2201 -1.5918 -5.6519
C -2.3473 -2.4148 -5.5064
C -2.7132 -3.2829 -6.5422
C -1.9540 -3.3428 -7.7159
C 2.7338 1.2483 -11.2746
C 2.7166 0.4408 -12.4296
C 3.0816 0.9785 -13.6640
C 3.4732 2.3215 -13.7626
C 3.5134 3.1168 -12.6124
C 3.1823 2.5754 -11.3635
C 2.2094 1.8550 -8.5505
C 3.3282 1.9321 -7.6939
C 3.4506 3.0109 -6.8178
C 2.4619 4.0047 -6.7752
C 1.3501 3.9165 -7.6194
C 1.2074 2.8313 -8.4904
H -1.4142 -0.6795 -10.5039
H -0.0870 1.3238 -10.4174
H -2.3653 -2.1972 -11.1175
H -3.4962 -3.8559 -12.5456
H -2.5635 -6.1579 -12.7902
H -0.4671 -6.7754 -11.5866
H 0.7149 -5.0857 -10.1819
H 0.3888 -0.9658 -6.9613
H -0.9119 -0.9337 -4.8365
H -2.9292 -2.3845 -4.5820
H -3.5898 -3.9242 -6.4353
H -2.2132 -4.0664 -8.4911
H 2.4039 -0.6025 -12.3501
H 3.0597 0.3469 -14.5533
H 3.7548 2.7392 -14.7312
H 3.8116 4.1642 -12.6819
H 3.2657 3.1937 -10.4676
H 4.0881 1.1497 -7.7286
H 4.3218 3.0801 -6.1637
H 2.5552 4.8425 -6.0821
H 0.5802 4.6891 -7.6030
H 0.3201 2.7516 -9.1146
Se 0.8040 0.8349 2.3293
C 0.1144 -0.5206 3.5760
C -0.7682 -0.0964 4.5847
C -1.2270 -1.0279 5.5156
C -0.7949 -2.3596 5.4545
C 0.0999 -2.7678 4.4550
C 0.5588 -1.8507 3.5069
H -1.0690 0.9538 4.6310
H -1.9107 -0.6952 6.2959
H -1.1411 -3.0754 6.1988
H 0.4543 -3.7978 4.4175
H 1.2592 -2.1395 2.7210
*
```


Entry 2:
Computed, not measured: C41H42N3PRh as an isolated structure, with ωB97M-V/def2-TZVPD.

Summary:
HOMO level ... -11.05 eV
Lowest unoccupied orbital energy ... -3.66 eV

```
! RIJCOSX wB97M-V def2-TZVPD def2/J DEFGRID3
* xyz 1 1
Rh -0.2289 1.0644 -0.4673
C 5.6373 -0.9228 -0.5940
C 4.3978 -1.4916 -0.3538
C 3.2485 -0.7261 -0.5001
C 3.3384 0.5969 -0.8850
C 4.5824 1.1820 -1.1117
C 5.7242 0.4149 -0.9697
N 2.0998 1.3657 -0.9625
N 2.3272 2.5467 -1.2833
C 1.2547 3.4462 -1.1743
C 1.5906 4.7631 -1.4825
C 0.6498 5.7619 -1.3203
C -0.6100 5.4143 -0.8584
C -0.9413 4.0924 -0.5645
C -0.0175 3.0632 -0.7204
H 6.5375 -1.5126 -0.4828
H 4.3128 -2.5266 -0.0504
H 2.2842 -1.1535 -0.2923
H 4.6477 2.2208 -1.3976
H 6.6915 0.8652 -1.1483
H 2.5934 4.9744 -1.8291
H 0.8946 6.7910 -1.5431
H -1.3607 6.1817 -0.7161
H -1.9477 3.8986 -0.2240
C -4.2644 2.1230 -1.4102
C -4.8154 2.3063 -0.1437
C -4.0321 2.1117 0.9763
C -2.7022 1.7109 0.8236
C -2.1594 1.4786 -0.4371
C -2.9481 1.7145 -1.5599
C -1.7415 1.5818 1.9058
C -2.1221 1.6254 3.2648
C -1.1838 1.4982 4.2324
C 0.1722 1.3579 3.8686
C 1.1851 1.2485 4.8478
C 2.4953 1.1211 4.4882
C 2.8339 1.1043 3.1233
C 1.8699 1.2070 2.1589
C 0.5131 1.3291 2.4974
N -0.4726 1.4070 1.5207
H -4.8681 2.3071 -2.2898
H -5.8426 2.6266 -0.0376
H -4.4477 2.3027 1.9568
H -2.5374 1.6268 -2.5556
H -3.1666 1.7340 3.5130
H -1.4577 1.5037 5.2802
H 0.8955 1.2728 5.8909
H 3.2676 1.0408 5.2407
H 3.8705 1.0116 2.8257
H 2.1429 1.1939 1.1236
C -2.3979 -3.7246 -0.3207
C -2.4023 -2.1936 -0.2577
C -3.5561 -1.6590 -1.1116
C -2.6528 -1.7924 1.2008
P -0.7493 -1.4292 -0.7557
C 0.3775 -2.5053 0.2071
C 0.8828 -3.7283 -0.2341
C 1.7068 -4.4907 0.5804
C 2.0246 -4.0529 1.8594
C 1.5156 -2.8475 2.3185
C 0.7038 -2.0833 1.4946
C -0.4302 -1.6731 -2.5960
C 1.0733 -1.6212 -2.8793
C -1.0384 -0.4302 -3.2575
C -1.0121 -2.9219 -3.2611
H -3.3859 -4.0695 -0.0052
H -1.6686 -4.1610 0.3599
H -2.2223 -4.1157 -1.3204
H -4.4930 -2.0465 -0.7040
H -3.4975 -1.9863 -2.1490
H -3.6146 -0.5743 -1.0916
H -3.6161 -2.2070 1.5077
H -2.7025 -0.7131 1.3222
H -1.8931 -2.1927 1.8721
H 0.6392 -4.1001 -1.2197
H 2.0934 -5.4341 0.2174
H 2.6655 -4.6511 2.4937
H 1.7566 -2.4939 3.3130
H 0.3284 -1.1348 1.8539
H 1.5163 -0.6870 -2.5389
H 1.2170 -1.6743 -3.9613
H 1.6241 -2.4442 -2.4285
H -0.6213 0.5005 -2.8331
H -2.1219 -0.3900 -3.1554
H -0.7896 -0.4184 -4.3211
H -0.5845 -3.8434 -2.8697
H -0.7713 -2.8823 -4.3266
H -2.0945 -2.9831 -3.1757
*
```


Entry 3:
Computed, not measured: C41H42P2Ru as an isolated structure at a distorted geometry, with ωB97M-V/def2-TZVPD.

Summary:
Expectation value of S² ... 6.047
HOMO level (spin up / spin down) ... -13.12 / -12.65 eV
Lowest unoccupied orbital energy (spin up / spin down) ... -5.33 / -8.31 eV
Energy above the lowest of the compared OMol25 structures with the same formula, charge and spin ... 0.0 kJ/mol

```
! RIJCOSX wB97M-V def2-TZVPD def2/J DEFGRID3
* xyz 2 5
Ru -0.1163 0.1570 5.3298
C -2.1487 -0.0348 6.1149
C -2.0798 -0.4118 4.7583
C -2.6164 0.4640 3.6460
C -1.5480 1.3406 2.9776
C -0.3864 1.6475 3.8802
C -0.5442 2.1663 5.2025
C -1.8914 2.4943 5.8194
C -2.5663 1.3323 6.5942
C 1.8382 0.2800 4.9334
H -2.2253 -0.8275 6.8680
H -2.0273 -1.4848 4.5488
H -3.4239 1.0999 4.0390
H -3.0594 -0.1937 2.8814
H -1.1498 0.8326 2.0861
H -2.0160 2.2687 2.6151
H 0.5608 1.8528 3.3749
H 0.2975 2.7388 5.6096
H -2.5823 2.8714 5.0541
H -1.7223 3.3133 6.5345
H -2.2927 1.4044 7.6627
H -3.6657 1.4594 6.5616
H 2.4333 -0.2709 5.6777
H 2.2127 1.3047 4.8275
H 1.8962 -0.2320 3.9529
P 0.0347 -2.3311 -4.2258
P 2.0456 0.4660 -4.4910
C -0.4924 -0.7208 -4.8850
C 0.2753 0.4069 -4.8783
C -0.8553 -3.5034 -5.3208
C -2.0348 -3.1650 -6.0007
C -2.6751 -4.1070 -6.8083
C -2.1450 -5.3946 -6.9416
C -0.9642 -5.7363 -6.2701
C -0.3103 -4.7941 -5.4766
C -0.9637 -2.4304 -2.6714
C -0.5795 -1.5776 -1.6189
C -1.3125 -1.5593 -0.4318
C -2.4395 -2.3815 -0.2898
C -2.8036 -3.2508 -1.3241
C -2.0449 -3.3070 -2.4963
C 2.6424 1.2727 -6.0600
C 2.6231 0.4700 -7.2157
C 2.9872 1.0058 -8.4509
C 3.3776 2.3485 -8.5449
C 3.4221 3.1430 -7.3953
C 3.0902 2.5997 -6.1498
C 2.1132 1.8834 -3.3331
C 3.2303 1.9626 -2.4780
C 3.3569 3.0400 -1.6032
C 2.3704 4.0329 -1.5612
C 1.2549 3.9470 -2.4018
C 1.1134 2.8617 -3.2695
H -1.5099 -0.6582 -5.2782
H -0.1699 1.3511 -5.2112
H -2.4679 -2.1726 -5.9081
H -3.5906 -3.8274 -7.3316
H -2.6520 -6.1278 -7.5708
H -0.5545 -6.7426 -6.3699
H 0.6202 -5.0500 -4.9696
H 0.2929 -0.9335 -1.7427
H -1.0058 -0.9080 0.3869
H -3.0213 -2.3533 0.6356
H -3.6769 -3.8946 -1.2176
H -2.3038 -4.0270 -3.2735
H 2.3101 -0.5723 -7.1377
H 2.9671 0.3778 -9.3409
H 3.6601 2.7680 -9.5136
H 3.7216 4.1890 -7.4633
H 3.1696 3.2174 -5.2551
H 3.9893 1.1801 -2.5119
H 4.2280 3.1077 -0.9500
H 2.4656 4.8714 -0.8701
H 0.4866 4.7198 -2.3842
H 0.2246 2.7887 -3.8921
C 0.8528 -0.3100 10.0817
C 0.4661 -1.4224 9.3221
C 0.2311 -1.2718 7.9464
C 0.4002 -0.0169 7.3769
C 0.8065 1.0898 8.1031
C 1.0169 0.9457 9.4859
H 1.0235 -0.4197 11.1532
H 0.3473 -2.4069 9.7825
H -0.0822 -2.0997 7.3116
H 0.9489 2.0319 7.5837
H 1.3128 1.8224 10.0660
*
```


Entry 4:
Computed, not measured: C41H42P2RuS as an isolated structure at a distorted geometry, with ωB97M-V/def2-TZVPD.

Summary:
Expectation value of S² ... 6.059
HOMO level (spin up / spin down) ... -12.41 / -12.57 eV
Lowest unoccupied orbital energy (spin up / spin down) ... -5.77 / -8.83 eV
Energy above the lowest of the compared OMol25 structures with the same formula, charge and spin ... 452.5 kJ/mol

```
! RIJCOSX wB97M-V def2-TZVPD def2/J DEFGRID3
* xyz 2 5
Ru -0.3847 -0.1400 -0.8962
C -0.3121 2.7599 3.2185
C 0.8743 2.1265 3.1495
C 1.2111 0.7629 3.6504
C 0.5484 -0.4234 2.9272
C -0.7548 -0.3127 2.2207
C -1.8795 0.3218 2.6138
C -2.1090 0.9927 3.9178
C -1.4121 2.3484 4.2033
C -2.2244 0.6389 -1.4529
H -0.2459 3.8641 3.1271
H 1.7710 2.6371 2.7518
H 0.9471 0.5765 4.6968
H 2.3129 0.6181 3.5430
H 1.2780 -0.7367 2.1814
H 0.4945 -1.2922 3.6085
H -0.8851 -1.1820 1.5272
H -2.7824 0.1096 2.0169
H -1.7497 0.3061 4.7282
H -3.2135 1.1893 3.9577
H -2.1634 3.1529 4.1832
H -1.0910 2.3176 5.2784
H -2.3794 1.6913 -1.7460
H -3.2395 0.2524 -1.2489
H -1.7921 0.1389 -2.3760
P 2.0846 -1.0087 -1.4841
P -0.2656 -2.1855 -1.3053
C 2.1571 -2.3214 -0.2571
C 0.9481 -2.9598 -0.1894
C 3.4598 -1.3366 -2.6894
C 4.5799 -2.1685 -2.4474
C 5.5775 -2.2936 -3.4175
C 5.5105 -1.5873 -4.6218
C 4.4282 -0.7338 -4.8440
C 3.4298 -0.5836 -3.8872
C 2.4476 0.5363 -0.6671
C 1.3674 1.4260 -0.5602
C 1.5960 2.6628 0.0557
C 2.8986 3.0752 0.2808
C 3.9799 2.2482 -0.0265
C 3.7746 0.9567 -0.4888
C -0.2750 -3.4232 -2.6669
C 0.8113 -3.5697 -3.5749
C 0.8960 -4.6188 -4.5094
C -0.1277 -5.5664 -4.6405
C -1.1945 -5.4828 -3.7374
C -1.2213 -4.4742 -2.7572
C -1.8664 -2.5459 -0.5221
C -2.9794 -2.2240 -1.3076
C -4.2468 -2.3740 -0.7659
C -4.3759 -2.9937 0.4786
C -3.2586 -3.4578 1.1695
C -1.9808 -3.2710 0.6584
H 3.1012 -2.6210 0.2229
H 0.7193 -3.9270 0.2659
H 4.6471 -2.7860 -1.5492
H 6.4355 -2.9355 -3.2266
H 6.3384 -1.6323 -5.3320
H 4.3833 -0.1762 -5.7778
H 2.5803 0.0623 -4.1088
H 0.4659 1.3789 -1.1849
H 0.8243 3.3935 0.2882
H 3.1355 4.0805 0.6089
H 4.9908 2.5872 0.1567
H 4.5892 0.2939 -0.8185
H 1.6194 -2.8366 -3.5813
H 1.7693 -4.6983 -5.1813
H -0.0765 -6.3704 -5.3862
H -2.0088 -6.2141 -3.8173
H -2.0576 -4.5307 -2.0644
H -2.8333 -1.7494 -2.2803
H -5.1188 -1.9827 -1.2887
H -5.3608 -3.1216 0.9124
H -3.3556 -3.9381 2.1372
H -1.0914 -3.6251 1.1671
S -2.4670 2.9600 1.4222
C -2.7380 4.5265 1.9014
C -1.8653 5.4905 1.3261
C -1.8611 6.7650 1.8685
C -2.7500 7.0880 2.9194
C -3.5974 6.1168 3.5020
C -3.6046 4.8257 2.9930
H -1.2623 5.1664 0.4721
H -1.1828 7.5182 1.4730
H -2.7412 8.1109 3.3050
H -4.3073 6.3085 4.3105
H -4.2936 4.0288 3.2881
*
```


Entry 5:
Computed, not measured: C41H43BMgN10O as an isolated structure at a distorted geometry, with ωB97M-V/def2-TZVPD.

Summary:
Expectation value of S² ... 0.762
HOMO level (spin up / spin down) ... -3.15 / -3.15 eV
Lowest unoccupied orbital energy (spin up / spin down) ... 2.13 / 2.12 eV
Energy above the lowest of the compared OMol25 structures with the same formula, charge and spin ... 23.7 kJ/mol

```
! RIJCOSX wB97M-V def2-TZVPD def2/J DEFGRID3
* xyz -1 2
Mg 0.3869 -0.1519 0.2765
C 2.8781 -1.1860 -2.1900
C 2.7868 0.2634 -1.8505
C 3.5279 1.3400 -2.3601
C 2.9805 2.4494 -1.7682
N 1.9647 2.0746 -0.9663
N 1.8828 0.7084 -0.9984
B 0.9703 2.8858 -0.0739
N 1.2787 2.4753 1.4053
C 0.9209 3.0995 2.5471
C 1.5115 2.4463 3.6012
C 2.2309 1.3923 3.0105
C 3.0763 0.3683 3.6946
N 2.0790 1.4033 1.6966
N -0.5031 2.4750 -0.4580
C -1.7140 3.1596 -0.4543
C -2.7039 2.3261 -0.8042
C -2.0913 0.9929 -1.1784
C -2.2197 0.8723 -2.7158
N -0.7030 1.2053 -0.8029
N 1.0393 4.4254 -0.2440
C 1.6895 5.2645 -1.0772
C 1.3137 6.5542 -0.7861
C 0.3946 6.4193 0.2654
C -0.3546 7.4867 0.9974
N 0.2318 5.1456 0.5772
H 3.7498 -1.3747 -2.8155
H 1.9876 -1.5083 -2.7332
H 2.9611 -1.8064 -1.2985
H 4.3472 1.3054 -3.0562
H 3.2867 3.4702 -1.8724
H 0.2962 3.9724 2.5175
H 1.4569 2.7038 4.6456
H 3.5693 0.8123 4.5609
H 3.8343 -0.0237 3.0188
H 2.4797 -0.4813 4.0305
H -1.7405 4.1978 -0.1746
H -3.7336 2.5992 -0.9654
H -3.1482 1.3349 -3.0535
H -2.1925 -0.1499 -3.0624
H -1.3865 1.4031 -3.1783
H 2.3529 4.9314 -1.8491
H 1.6555 7.4559 -1.2637
H -0.0836 8.4725 0.6215
H -0.1342 7.4565 2.0650
H -1.4319 7.3620 0.8788
N -2.1514 0.5507 3.2937
C -1.4229 -0.3347 2.5857
O -0.3328 0.0084 2.1275
C -1.9337 -1.7316 2.4282
C -1.9473 -2.3107 0.9725
H -1.8179 1.5022 3.3234
H -3.1029 0.3499 3.5416
H -2.9234 -1.8122 2.8837
H -1.2502 -2.3340 3.0325
H -2.9801 -2.6610 0.8228
H -1.3319 -3.2080 0.9807
C 1.7752 -2.1260 1.7494
C 2.7156 -3.0177 1.2712
C 3.9849 -2.6021 0.7386
C 4.8852 -3.4889 0.2188
C 4.6223 -4.8723 0.1848
C 3.4023 -5.3144 0.7297
C 2.4937 -4.4384 1.2553
C 5.5626 -5.7883 -0.3585
N 6.3279 -6.5331 -0.8008
H 2.0180 -1.0730 1.7947
H 0.8807 -2.4677 2.2499
H 4.2257 -1.5439 0.7595
H 5.8276 -3.1265 -0.1776
H 3.1852 -6.3770 0.7287
H 1.5641 -4.8166 1.6670
C -6.7815 -1.1363 -0.7560
C -6.3403 0.0033 -0.0978
C -4.9821 0.2548 0.0178
C -4.0229 -0.6001 -0.5335
C -4.4859 -1.7601 -1.1493
C -5.8459 -2.0209 -1.2678
C -2.5403 -0.2691 -0.3416
C -1.4983 -1.4263 -0.1957
C -1.0536 -2.2995 -1.3354
C -1.6051 -2.4159 -2.6202
C -1.0708 -3.2535 -3.5959
C 0.0173 -4.0617 -3.3236
C 0.5666 -4.0070 -2.0459
C 0.0522 -3.1454 -1.0976
H -7.8406 -1.3415 -0.8488
H -7.0547 0.6920 0.3374
H -4.6494 1.1358 0.5549
H -3.7788 -2.4916 -1.5056
H -6.1705 -2.9321 -1.7554
H -2.5413 0.1810 0.6612
H -2.4848 -1.8555 -2.8926
H -1.5344 -3.2773 -4.5757
H 0.4306 -4.7152 -4.0811
H 1.4188 -4.6221 -1.7822
H 0.5387 -3.0974 -0.1318
*
```